# C26H24Cl2MoN10O2

C26H24Cl2MoN10O2 as an isolated structure at a distorted geometry (ωB97M-V with the def2-TZVPD basis set, OMol25).

Positions of all 65 atoms, in Å:
1 Mo 0.055 -0.367 -0.459
2 Cl -4.046 3.387 -4.690
3 C -2.908 3.072 -3.452
4 C -2.892 1.750 -3.011
5 C -1.938 1.360 -2.044
6 N -1.800 0.092 -1.505
7 C -2.885 -0.768 -1.490
8 O -4.022 -0.594 -1.890
9 C -2.545 -2.034 -0.789
10 C -3.438 -3.070 -0.557
11 C -3.025 -4.318 -0.129
12 C -1.640 -4.560 -0.021
13 C -0.761 -3.502 -0.177
14 N -1.236 -2.279 -0.503
15 C -1.099 2.376 -1.396
16 C -1.133 3.687 -1.853
17 C -2.022 4.040 -2.888
18 Cl -2.031 5.627 -3.496
19 N -0.362 1.910 -0.319
20 C -0.052 2.837 0.642
21 O -0.580 3.961 0.730
22 C 1.015 2.498 1.599
23 C 1.084 3.326 2.732
24 C 2.072 3.159 3.672
25 C 3.083 2.222 3.422
26 C 2.910 1.380 2.309
27 N 1.909 1.542 1.406
28 H -3.604 1.030 -3.410
29 H -4.471 -2.833 -0.852
30 H -3.777 -5.046 0.065
31 H -1.224 -5.513 0.203
32 H 0.325 -3.612 -0.141
33 H -0.456 4.456 -1.477
34 H 0.326 4.112 2.821
35 H 2.089 3.789 4.551
36 H 3.919 2.131 4.067
37 H 3.544 0.503 2.091
38 N -0.488 -0.935 3.706
39 C -1.591 -0.103 3.572
40 C -1.590 0.303 2.254
41 N -0.515 -0.281 1.624
42 C 0.154 -0.989 2.522
43 C 1.330 -1.676 2.035
44 N 1.613 -1.546 0.742
45 C 2.752 -2.354 0.492
46 C 3.198 -2.858 1.695
47 N 2.274 -2.440 2.648
48 H -0.244 -1.472 4.550
49 H -2.273 0.117 4.382
50 H -2.290 0.932 1.717
51 H 3.249 -2.394 -0.475
52 H 4.047 -3.488 1.984
53 H 2.347 -2.600 3.657
54 N 1.910 0.655 -1.347
55 C 2.337 0.148 -2.652
56 C 1.245 -0.585 -3.384
57 N 0.651 -1.561 -2.477
58 H 1.728 1.689 -1.366
59 H 2.649 0.565 -0.654
60 H 3.196 -0.557 -2.504
61 H 2.716 0.965 -3.276
62 H 1.629 -1.004 -4.300
63 H 0.458 0.137 -3.694
64 H 1.294 -2.357 -2.339
65 H -0.169 -2.062 -2.880

Computed properties:
2S+1 = 3
net charge = +2
HOMO-LUMO gap (alpha / beta) = 5.690 / 5.046 eV
ΔE to the lowest compared entry with this formula, charge and spin = 0.000 eV
E_tot = -73236.87018 eV



# C26H24Cl5LaN4O3S

C26H24Cl5LaN4O3S as an isolated structure at a distorted geometry (ωB97M-V with the def2-TZVPD basis set, OMol25).

Positions of all 64 atoms, in Å:
1 La -0.486 1.328 0.208
2 S -2.379 2.393 2.202
3 C -1.067 3.088 3.000
4 C -1.072 3.773 4.277
5 C 0.097 4.213 4.791
6 C 1.300 4.024 4.169
7 C 1.283 3.321 2.951
8 N 0.150 2.905 2.419
9 H -2.029 4.003 4.683
10 H 0.181 4.820 5.694
11 H 2.269 4.348 4.557
12 H 2.215 3.091 2.398
13 Cl 3.524 0.754 1.820
14 C 3.603 0.875 0.014
15 C 2.446 0.860 -0.680
16 C 2.498 0.846 -2.021
17 Cl 1.083 0.732 -3.091
18 C 3.744 1.008 -2.680
19 Cl 4.038 1.050 -4.444
20 C 4.930 1.195 -1.918
21 Cl 6.419 1.444 -2.746
22 C 4.907 1.075 -0.557
23 Cl 6.420 1.044 0.337
24 C 2.803 -4.340 -0.572
25 N 1.994 -3.376 0.179
26 C 2.187 -3.146 1.487
27 C 1.393 -2.255 2.091
28 C 0.482 -1.457 1.342
29 O -0.109 -0.470 1.902
30 N 0.292 -1.732 0.053
31 C 1.000 -2.670 -0.597
32 O 0.908 -3.007 -1.784
33 H 2.082 -4.990 -1.104
34 H 3.224 -5.113 0.055
35 H 3.516 -3.778 -1.057
36 H 2.922 -3.610 1.992
37 H 1.740 -1.981 3.083
38 C -3.051 -3.588 0.928
39 N -3.239 -2.799 -0.256
40 C -2.483 -3.307 -1.455
41 C -3.143 -1.316 0.088
42 C -3.496 -0.407 -1.034
43 C -4.579 -0.667 -1.895
44 C -4.881 0.211 -2.997
45 C -4.030 1.279 -3.273
46 C -3.012 1.464 -2.325
47 C -2.721 0.729 -1.182
48 H -3.177 -4.684 0.778
49 H -3.749 -3.298 1.715
50 H -2.010 -3.446 1.474
51 H -2.701 -4.336 -1.560
52 H -1.428 -3.290 -1.306
53 H -2.781 -2.705 -2.246
54 H -2.217 -1.108 0.596
55 H -3.803 -1.168 0.932
56 H -5.246 -1.588 -1.688
57 H -5.783 -0.005 -3.570
58 H -4.136 1.956 -3.991
59 H -2.314 2.283 -2.465
60 C 1.112 3.919 -1.487
61 O 0.116 3.068 -1.095
62 H 2.008 3.747 -1.057
63 H 0.705 4.995 -1.407
64 H 1.530 3.796 -2.673

Computed properties:
2S+1 = 1
net charge = -2
HOMO-LUMO gap = 6.542 eV
ΔE to the lowest compared entry with this formula, charge and spin = 0.754 eV
E_tot = -113763.09209 eV



# C26H24IN2OSeTi

C26H24IN2OSeTi as an isolated structure (ωB97M-V with the def2-TZVPD basis set, OMol25).

Positions of all 56 atoms, in Å:
1 Ti -0.005 0.223 -0.406
2 I -0.029 -2.019 -2.361
3 C -2.124 -1.762 -2.315
4 C -2.852 -2.317 -3.323
5 C -4.261 -2.264 -3.242
6 C -4.858 -1.709 -2.147
7 C -4.090 -1.143 -1.100
8 C -4.712 -0.607 0.064
9 C -3.971 -0.085 1.077
10 C -2.565 -0.013 0.951
11 C -1.918 -0.472 -0.166
12 C -2.679 -1.118 -1.191
13 H -2.373 -2.807 -4.160
14 H -4.855 -2.690 -4.041
15 H -5.938 -1.698 -2.058
16 H -5.793 -0.635 0.131
17 H -4.449 0.312 1.963
18 H -2.009 0.481 1.741
19 C -0.038 -3.115 2.610
20 C 0.379 -2.438 3.749
21 C 0.791 -1.121 3.647
22 C 0.790 -0.505 2.406
23 N 0.372 -1.166 1.310
24 C -0.041 -2.436 1.415
25 C 1.185 0.901 2.173
26 C 2.033 1.563 3.053
27 C 2.365 2.889 2.820
28 C 1.853 3.544 1.705
29 C 1.044 2.868 0.804
30 C 0.702 1.529 1.012
31 H -0.373 -4.141 2.647
32 H 0.368 -2.931 4.712
33 H 1.090 -0.563 4.523
34 H -0.386 -2.904 0.506
35 H 2.441 1.049 3.916
36 H 3.021 3.410 3.506
37 H 2.095 4.585 1.530
38 H 0.676 3.395 -0.064
39 C 1.833 1.279 -3.587
40 C 2.759 0.587 -2.625
41 O 2.125 0.285 -1.360
42 C 3.059 -0.370 -0.461
43 C 4.093 0.580 0.100
44 H 2.368 1.429 -4.526
45 H 1.533 2.256 -3.216
46 H 0.947 0.681 -3.803
47 H 3.621 1.219 -2.418
48 H 3.121 -0.361 -3.034
49 H 3.516 -1.203 -0.999
50 H 2.471 -0.788 0.346
51 H 4.824 0.891 -0.644
52 H 4.634 0.076 0.902
53 H 3.608 1.463 0.517
54 Se -0.876 1.959 -2.001
55 C -1.941 2.721 -0.709
56 N -2.578 3.205 0.122

Computed properties:
2S+1 = 1
net charge = +1
HOMO-LUMO gap = 6.843 eV
ΔE to the lowest compared entry with this formula, charge and spin = 0.424 eV
E_tot = -128935.43640 eV



# C26H24N6O2PPtS4

C26H24N6O2PPtS4 as an isolated structure (ωB97M-V with the def2-TZVPD basis set, OMol25).

Positions of all 64 atoms, in Å:
1 Pt 0.961 -2.085 -0.096
2 C 0.874 -3.767 5.524
3 C -0.124 -4.338 4.543
4 O -0.976 -3.289 4.048
5 P -0.893 -2.891 2.470
6 S 0.974 -2.095 2.218
7 S -0.963 -3.155 -0.100
8 O -1.920 -1.656 2.487
9 C -3.325 -1.947 2.355
10 C -3.956 -0.904 1.467
11 H 1.480 -4.570 5.947
12 H 0.358 -3.257 6.337
13 H 1.535 -3.057 5.028
14 H -0.774 -5.071 5.021
15 H 0.389 -4.829 3.711
16 H -3.760 -1.940 3.356
17 H -3.455 -2.949 1.934
18 H -3.781 0.094 1.870
19 H -5.032 -1.071 1.400
20 H -3.530 -0.954 0.464
21 S 5.655 0.519 -5.343
22 N 4.194 -0.160 -5.490
23 C 3.780 -0.454 -4.272
24 C 2.509 -1.078 -3.940
25 C 1.554 -1.425 -4.859
26 C 0.357 -2.013 -4.416
27 C 0.182 -2.233 -3.069
28 N 1.097 -1.913 -2.148
29 C 2.275 -1.318 -2.555
30 C 3.191 -0.962 -1.561
31 N 2.843 -1.234 -0.251
32 C 3.702 -0.919 0.728
33 C 4.919 -0.326 0.500
34 C 5.295 -0.032 -0.826
35 C 4.443 -0.346 -1.850
36 C 4.720 -0.097 -3.256
37 N 5.817 0.459 -3.734
38 H 1.735 -1.239 -5.909
39 H -0.421 -2.297 -5.108
40 H -0.721 -2.697 -2.694
41 H 3.383 -1.160 1.734
42 H 5.568 -0.100 1.332
43 H 6.246 0.434 -1.049
44 S -2.654 3.893 1.781
45 C -1.580 2.673 1.050
46 C -2.040 1.818 0.058
47 C -1.168 0.870 -0.447
48 N 0.084 0.725 -0.021
49 C 0.512 1.541 0.934
50 C -0.275 2.537 1.497
51 C -3.199 4.706 0.291
52 C -2.297 5.358 -0.538
53 C -2.781 5.975 -1.681
54 N -4.068 5.994 -2.022
55 C -4.922 5.378 -1.212
56 C -4.542 4.717 -0.051
57 H -3.055 1.887 -0.311
58 H -1.492 0.180 -1.220
59 H 1.534 1.393 1.269
60 H 0.118 3.185 2.268
61 H -1.241 5.380 -0.303
62 H -2.100 6.485 -2.352
63 H -5.965 5.404 -1.505
64 H -5.275 4.221 0.570

Computed properties:
2S+1 = 4
HOMO-LUMO gap (alpha / beta) = 5.258 / 6.475 eV
ΔE to the lowest compared entry with this formula, charge and spin = 0.085 eV
E_tot = -96265.16458 eV